# C18H40N2O10

A cluster of 4 separate species, C18H40N2O10 in total in a non-equilibrium geometry (ωB97M-V with the def2-TZVPD basis set, the Open Molecules 2025 dataset).

Lowest unoccupied orbital energy: -0.4 eV
SMILES: C[C@@H]1C(=O)N[C@@H](CON=O)[C@H]1O.COCCOC.COCCOC.COCCOC

XYZ file:
```
70
C18H40N2O10 | the Open Molecules 2025 dataset | ωB97M-V with the def2-TZVPD basis set
C -4.73 1.12 2.45
C -3.69 2.15 3.17
C -3.78 2.35 4.83
O -4.61 1.79 5.72
N -2.68 3.40 5.02
C -2.47 4.25 3.75
C -1.07 3.95 2.92
O -0.17 2.99 3.64
N 0.07 1.96 2.76
O 0.52 1.00 3.39
C -3.71 3.76 2.79
O -3.76 4.17 1.38
H -5.84 1.55 2.53
H -4.64 0.02 2.84
H -4.47 1.10 1.28
H -2.65 1.58 3.07
H -2.74 3.96 5.92
H -2.42 5.37 4.07
H -1.31 3.42 1.89
H -0.52 4.97 2.66
H -4.66 4.12 3.39
H -3.22 5.03 1.24
C -1.57 -0.23 0.16
O -2.45 0.60 -0.60
C -1.87 1.87 -0.90
C -1.30 1.90 -2.32
O -0.20 1.00 -2.47
C -0.58 -0.23 -3.07
H -1.94 -1.26 0.10
H -0.55 -0.20 -0.21
H -1.59 0.09 1.21
H -1.10 2.13 -0.16
H -2.67 2.61 -0.83
H -0.91 2.91 -2.52
H -2.08 1.69 -3.06
H -0.67 -0.10 -4.15
H -1.53 -0.61 -2.67
H 0.20 -0.97 -2.87
C 4.12 -3.36 3.45
O 3.05 -2.77 4.18
C 2.54 -1.59 3.54
C 1.26 -1.90 2.75
O 1.51 -2.78 1.66
C 1.18 -4.13 1.96
H 4.25 -4.39 3.81
H 3.91 -3.40 2.38
H 5.04 -2.80 3.63
H 3.30 -1.14 2.90
H 2.30 -0.88 4.33
H 0.88 -0.96 2.33
H 0.48 -2.31 3.41
H 0.10 -4.27 1.87
H 1.50 -4.43 2.96
H 1.68 -4.78 1.23
C 2.62 -2.76 -4.11
O 1.74 -1.93 -4.87
C 2.33 -0.66 -5.17
C 2.90 -0.63 -6.60
O 4.00 -1.53 -6.74
C 3.61 -2.76 -7.34
H 2.26 -3.79 -4.17
H 3.65 -2.73 -4.48
H 2.60 -2.45 -3.06
H 3.09 -0.40 -4.43
H 1.53 0.08 -5.10
H 3.28 0.38 -6.80
H 2.12 -0.85 -7.34
H 3.53 -2.63 -8.42
H 2.67 -3.14 -6.95
H 4.39 -3.50 -7.14
```

Atom charges from the Löwdin analysis, given in e for atoms 1 to 2:
1 C -0.07
2 C -0.19